The following is a quantum chemistry calculation of C39H43MnN2O5P as an isolated structure, from the OMol25 dataset.

Element x y z (Å)
Mn  0.37  -0.08  1.38
O  2.26  0.12  5.23
C  1.51  0.46  4.31
O  1.66  0.24  3.07
C  0.30  1.34  4.68
C  0.17  2.56  3.75
C  -0.64  3.66  4.44
C  -2.06  3.05  4.40
C  -1.80  1.74  3.63
O  -0.74  2.13  2.73
C  -1.14  0.71  4.55
C  -1.24  -0.72  4.00
O  -1.60  -1.61  4.77
O  -1.01  -0.86  2.75
H  0.47  1.66  5.71
H  1.11  2.87  3.29
H  -0.59  4.58  3.85
H  -0.28  3.88  5.44
H  -2.76  3.69  3.87
H  -2.46  2.85  5.40
H  -2.64  1.36  3.05
H  -1.63  0.69  5.52
C  -3.49  2.74  -1.33
C  -2.73  2.07  -0.19
C  -3.48  0.82  0.28
P  -0.96  1.59  -0.45
C  -0.31  3.11  -1.29
C  1.07  2.95  -1.93
C  -0.29  4.25  -0.26
C  -1.00  0.34  -1.77
C  -1.32  0.69  -3.08
C  -1.47  -0.22  -4.12
C  -1.77  0.23  -5.53
C  -1.31  -1.57  -3.79
C  -0.99  -1.97  -2.51
C  -0.79  -1.04  -1.43
N  -0.44  -1.44  -0.19
C  -0.51  -2.83  0.06
C  -1.72  -3.46  0.37
C  -2.98  -2.65  0.48
C  -1.75  -4.83  0.62
C  -0.61  -5.61  0.58
C  -0.66  -7.07  0.91
C  0.59  -4.97  0.30
C  0.66  -3.60  0.04
C  1.98  -2.96  -0.28
H  -4.52  2.95  -1.01
H  -3.54  2.10  -2.20
H  -3.05  3.69  -1.63
H  -2.68  2.75  0.67
H  -3.65  0.13  -0.54
H  -4.45  1.09  0.71
H  -2.91  0.29  1.05
H  -1.01  3.38  -2.08
H  1.84  2.84  -1.17
H  1.29  3.84  -2.53
H  1.12  2.07  -2.57
H  0.24  3.94  0.64
H  -1.30  4.55  0.05
H  0.21  5.13  -0.66
H  -1.44  1.74  -3.32
H  -2.12  1.26  -5.54
H  -2.55  -0.39  -5.99
H  -0.89  0.18  -6.18
H  -1.43  -2.32  -4.55
H  -0.86  -3.02  -2.31
H  -2.79  -1.80  1.15
H  -3.79  -3.25  0.90
H  -3.29  -2.25  -0.48
H  -2.71  -5.29  0.87
H  -1.59  -7.52  0.57
H  -0.59  -7.24  1.99
H  0.17  -7.62  0.45
H  1.51  -5.55  0.27
H  2.75  -3.73  -0.41
H  2.31  -2.29  0.51
H  1.91  -2.35  -1.18
N  8.61  0.10  -4.51
C  7.67  0.14  -3.84
C  6.48  0.21  -3.00
C  5.22  0.02  -3.56
C  4.10  0.09  -2.76
C  4.20  0.34  -1.38
C  5.49  0.51  -0.84
C  6.61  0.45  -1.64
C  3.03  0.42  -0.57
C  2.03  0.50  0.12
H  5.13  -0.17  -4.62
H  3.11  -0.05  -3.18
H  5.57  0.70  0.23
H  7.60  0.58  -1.20

## Properties
- E_LUMO (spin up / spin down) (eV) = 4.2873 / 4.2856
- total charge = -2
- <S²> = 8.756
- multiplicity = 6
- HOMO (spin up / spin down) (eV) = -1.7 / -1.8
- max |F| (eV Å⁻¹) = 0.89
- calculated total energy (eV) = -94971.245